Entry from the Open Molecules 2025 dataset: a structure of composition C21H19AuCl2N4O2Si (ωB97M-V/def2-TZVPD).

Geometry as XYZ:
```
50
Properties=species:S:1:pos:R:3:forces:R:3
Au 0.76700 -0.36584 -0.12450 -0.9 -1.6 2.0
Cl -0.85836 5.87261 -2.67527 0.0 0.1 0.0
C -0.63577 4.16510 -2.52707 0.0 -0.1 0.0
C 0.08196 3.67720 -1.44670 -0.1 0.0 -0.1
C 0.28055 2.30735 -1.29220 0.3 0.3 0.5
N 0.98642 1.74422 -0.22673 -0.2 1.2 0.1
C 1.56580 2.36920 0.80686 -0.6 0.3 -1.0
O 1.67511 3.57524 1.00288 0.2 0.0 0.3
C 2.13698 1.40263 1.82418 0.2 -0.4 0.5
C 2.66371 1.90483 3.00513 0.0 0.2 -0.1
C 3.14060 1.02998 3.96303 0.0 -0.2 -0.1
C 3.09400 -0.33519 3.70490 0.1 0.1 0.2
C 2.56678 -0.76240 2.50411 0.0 0.2 -0.1
N 2.09387 0.08242 1.58384 0.8 0.6 1.1
C -0.26319 1.41304 -2.25194 -0.1 -0.8 -0.5
C -0.98095 1.92400 -3.33033 0.0 0.2 0.1
C -1.16509 3.29092 -3.46726 0.1 0.0 0.1
Cl -2.06388 3.87863 -4.82108 -0.1 0.0 -0.1
N -0.05045 0.04892 -2.04055 -0.6 0.4 -1.6
C -0.48540 -0.97992 -2.77887 0.0 1.5 0.0
O -1.10455 -0.95109 -3.83797 -0.1 -0.5 -0.2
C -0.13571 -2.32222 -2.16871 0.1 -0.5 0.2
C -0.58939 -3.47776 -2.78828 0.0 0.1 -0.1
C -0.30750 -4.70724 -2.22314 0.1 0.0 0.2
C 0.43815 -4.74963 -1.05083 -0.1 -0.2 -0.1
C 0.86174 -3.56063 -0.49451 0.0 0.1 -0.1
N 0.58182 -2.37234 -1.03529 -0.6 -1.0 -0.4
H 0.49920 4.35597 -0.72128 0.0 0.0 0.0
H 2.67246 2.97821 3.13217 0.0 0.0 0.0
H 3.54038 1.39928 4.89778 0.0 0.0 0.0
H 3.46174 -1.05595 4.42143 0.0 0.0 0.0
H 2.52304 -1.81484 2.25378 0.0 0.0 0.0
H -1.38934 1.24654 -4.06182 0.0 0.0 0.0
H -1.15808 -3.36466 -3.70038 0.0 0.0 0.0
H -0.66148 -5.62013 -2.68285 0.0 0.0 0.0
H 0.68664 -5.68838 -0.57653 0.0 0.0 0.0
H 1.45233 -3.54667 0.41276 0.0 0.0 0.0
C -1.53263 1.33878 2.15673 0.5 -0.2 -0.4
Si -1.44461 -0.23434 1.11542 -0.2 0.0 0.1
C -1.47141 -1.76322 2.24187 0.4 0.2 -0.5
C -2.87040 -0.27199 -0.11980 0.7 0.0 -0.1
H -2.46114 1.36347 2.73369 0.0 -0.2 -0.1
H -1.50518 2.22745 1.52241 0.0 0.0 0.0
H -0.69873 1.40267 2.85980 0.0 0.0 0.0
H -2.39256 -1.79354 2.83208 0.0 0.2 -0.1
H -0.62880 -1.74960 2.93690 0.0 0.0 0.0
H -1.41642 -2.68428 1.65724 0.0 0.0 0.0
H -3.83208 -0.27459 0.40062 0.1 0.0 0.2
H -2.82842 -1.15811 -0.75707 0.0 0.0 0.0
H -2.83873 0.60593 -0.76867 0.0 0.0 0.0
```
Positions in Å, forces in eV/Å.

## Properties
Spin multiplicity = 1
Max |F| = 2.7 eV/Å
Kohn-Sham gap (alpha / beta) = 5.05 / 5.05 eV

=====

Entry from the Open Molecules 2025 dataset: a structure of composition C21H19BrMnN5O4 (ωB97M-V/def2-TZVPD).

Geometry as XYZ:
```
51
Properties=species:S:1:pos:R:3:forces:R:3
Mn 0.73267 -1.42773 0.61670 0.4 0.6 -0.3
O -1.92807 -6.85356 1.20455 0.0 0.0 -0.1
C -1.38991 -5.65413 0.98342 -0.1 -0.1 -0.1
C -1.80299 -4.81141 -0.06271 0.0 -0.1 0.0
C -1.19572 -3.59760 -0.22836 0.0 0.1 -0.2
N -0.20773 -3.19622 0.60278 0.3 -0.1 0.4
C 0.14344 -4.00840 1.57302 -0.2 0.0 -0.2
Br 2.60132 -2.20803 1.81790 -0.1 0.0 0.1
C -0.37372 -5.23868 1.84323 0.1 0.0 0.1
H -2.59346 -7.07451 0.53933 0.0 0.0 0.0
H -2.58260 -5.11749 -0.74793 0.0 0.0 0.0
H -1.45417 -2.91663 -1.02905 0.0 0.0 0.0
H -0.03014 -5.86497 2.65504 0.0 0.0 0.0
O 1.75033 0.22274 0.10081 -0.2 0.0 -0.1
C 1.22508 1.05582 -0.99397 0.2 0.0 0.1
C 0.04076 0.25111 -1.53404 0.0 -0.4 0.2
O -0.63916 0.66542 -2.42376 -0.1 0.0 -0.2
O -0.14649 -0.93258 -0.94701 -0.2 0.0 -0.1
C 0.80118 2.38371 -0.40022 0.0 0.0 0.1
C 1.79770 3.27506 -0.00598 0.0 0.0 0.0
C 1.47057 4.45459 0.64402 0.0 0.0 0.0
C 0.13858 4.75967 0.89524 0.0 0.0 0.0
C -0.85778 3.88288 0.49318 0.0 0.0 0.0
C -0.53005 2.69478 -0.14776 0.0 0.0 0.0
C 2.28109 1.16407 -2.08209 0.0 0.0 0.1
C 3.30301 0.22713 -2.18534 0.0 0.0 0.0
C 4.24140 0.32837 -3.20615 0.0 0.0 0.1
C 4.15377 1.35512 -4.13113 0.0 0.0 0.0
C 3.12251 2.28031 -4.03872 0.0 0.0 0.0
C 2.18993 2.18835 -3.01840 -0.1 0.0 0.0
H 2.51215 0.63251 0.53410 -0.1 -0.1 0.1
H 2.83721 3.05722 -0.23064 0.0 0.0 0.0
H 2.25243 5.14150 0.94106 0.0 0.0 0.0
H -0.12002 5.68303 1.39792 0.0 0.0 0.0
H -1.89772 4.12671 0.67044 0.0 0.0 0.0
H -1.31733 2.02742 -0.47330 0.0 0.0 0.0
H 3.37708 -0.58581 -1.47514 0.0 0.0 0.0
H 5.03994 -0.39842 -3.27447 0.0 0.0 0.0
H 4.88531 1.43493 -4.92472 0.0 0.0 0.0
H 3.04543 3.08102 -4.76225 0.0 0.0 0.0
H 1.38101 2.90548 -2.95174 0.0 0.0 0.0
N -4.26970 -0.66369 2.04954 0.0 0.0 0.0
C -3.80010 0.21524 2.95171 -0.2 -0.2 -0.3
N -4.67062 0.85110 3.74028 0.0 0.0 0.0
N -2.52831 0.49073 3.10268 0.4 0.3 0.4
C -1.54900 -0.06691 2.47913 -0.2 0.1 0.1
N -0.58147 -0.49140 2.00018 0.0 -0.2 -0.2
H -5.25361 -0.81846 1.92066 0.0 0.0 0.0
H -3.63399 -1.09603 1.40303 0.0 0.0 0.0
H -5.66069 0.69754 3.68700 0.0 0.0 0.0
H -4.30937 1.48909 4.42798 0.0 0.0 0.0
```
Positions in Å, forces in eV/Å.

## Properties
⟨S²⟩ = 8.817
Spin multiplicity = 6
Max |F| = 0.8 eV/Å
Net charge = +1
Kohn-Sham gap (alpha / beta) = 6.93 / 7.70 eV

=====

Entry from the Open Molecules 2025 dataset: a cluster of 3 separate species, C21H19ClF5NO10S2 in total (ωB97M-V/def2-TZVPD).

Geometry as XYZ:
```
59
Properties=species:S:1:pos:R:3:forces:R:3
H -0.65165 0.49060 -0.11021 -0.5 -0.5 0.2
N -1.47546 -0.07128 0.19615 2.7 -2.7 4.7
C -1.06826 -0.82670 1.27745 -2.2 0.8 -2.8
C -2.26537 -1.76715 1.97072 0.6 1.5 0.7
C 0.42162 -0.83692 1.95338 -0.8 0.8 0.3
C 1.63604 -1.36622 0.99387 -0.8 0.9 -2.1
O 1.40742 -1.06595 -0.45919 1.0 -0.2 2.8
O 2.86655 -0.57651 1.33395 -1.4 -2.4 2.2
S 3.25591 -0.71827 2.98399 6.1 4.7 4.1
O 2.67267 0.38117 3.90167 0.3 -4.1 -3.6
O 4.82437 -0.56362 3.07630 -5.9 -1.4 -1.3
C 2.90679 -2.48521 3.57775 -0.2 -1.0 -0.9
C 3.00093 -3.43008 2.23483 -0.1 -1.3 0.3
C 1.89619 -3.00222 1.05286 0.2 0.5 2.1
Cl 0.34087 -3.96774 1.51438 1.7 1.2 -1.0
S 2.67909 -3.63447 -0.56335 8.7 -1.8 1.5
O 3.90500 -2.73891 -0.96601 -5.6 -2.3 1.1
O 3.30409 -5.03143 -0.18240 -3.7 4.3 -1.4
C 1.45287 -3.91298 -1.94711 -2.3 1.9 -3.6
F 1.90346 -3.02608 -3.08478 -1.4 -2.9 3.7
F 0.05899 -3.50637 -1.65449 4.6 -1.7 -0.7
C 1.56763 -5.46188 -2.56797 0.2 -0.9 -2.0
F 2.96877 -5.66815 -3.08482 -5.2 0.4 2.2
F 0.70940 -5.42770 -3.81088 2.7 -0.6 4.6
F 1.12945 -6.50426 -1.61182 1.7 3.8 -3.9
H -2.92373 -0.98870 2.59108 1.3 -1.7 -1.4
H -2.95774 -2.28173 1.18025 1.6 1.0 1.5
H -1.80328 -2.49350 2.76910 -1.0 1.2 -1.8
H 0.65735 0.29687 2.24435 -0.3 -2.6 -0.7
H 0.37939 -1.44678 2.97055 0.1 1.3 -2.3
H 2.01811 -0.31374 -0.73507 -0.8 -0.9 0.7
H 1.86447 -2.56143 4.13541 2.3 0.3 -1.3
H 3.82061 -2.76770 4.28462 -2.1 1.0 -1.6
H 4.09785 -3.51420 1.81002 -2.3 0.6 0.8
H 2.71451 -4.53580 2.58107 0.6 2.5 -0.9
O -0.37762 5.62118 -3.01211 0.4 -0.7 0.4
C 0.20099 4.67346 -2.49876 -0.5 0.8 -0.4
C 1.25513 3.93523 -3.22197 0.3 -0.4 0.0
C 1.88521 2.89854 -2.66107 0.0 0.2 -0.3
C 1.55566 2.44806 -1.29423 0.2 -0.2 0.1
O 2.13427 1.50033 -0.78087 -0.3 0.4 -0.2
C 0.50152 3.18628 -0.57102 -0.2 0.3 0.0
C -0.12856 4.22297 -1.13191 0.0 -0.3 0.4
H 1.48593 4.27831 -4.22339 0.0 0.0 0.0
H 2.66015 2.34578 -3.17795 0.0 0.0 0.0
H 0.27072 2.84321 0.43040 0.0 0.0 0.0
H -0.90351 4.77573 -0.61504 0.0 0.0 0.0
O -6.72128 2.22950 -1.90081 0.6 0.4 0.4
C -5.84749 2.83749 -1.29802 -0.7 -0.5 -0.5
C -5.51422 4.23562 -1.63471 0.3 0.4 0.1
C -4.55790 4.89835 -0.97701 -0.3 0.0 -0.3
C -3.79498 4.26184 0.11506 0.4 0.3 0.4
O -2.92119 4.86983 0.71785 -0.4 -0.3 -0.3
C -4.12825 2.86371 0.45175 -0.3 -0.4 -0.1
C -5.08458 2.20098 -0.20595 0.3 0.0 0.4
H -6.08325 4.68878 -2.43762 0.0 0.0 0.0
H -4.30049 5.92394 -1.21184 0.0 0.0 0.0
H -3.55922 2.41055 1.25466 0.0 0.0 0.0
H -5.34199 1.17539 0.02888 0.0 0.0 0.0
```
Positions in Å, forces in eV/Å.

## Properties
SMILES = [H]/N=C(/C)C[C@@]1(O)OS(=O)(=O)CC[C@]1(Cl)S(=O)(=O)C(F)(F)C(F)(F)F.O=C1C=CC(=O)C=C1.O=C1C=CC(=O)C=C1
Spin multiplicity = 1
Max |F| = 9.0 eV/Å
Kohn-Sham gap = 8.43 eV

=====

Entry from the Open Molecules 2025 dataset: a structure of composition C21H19CuN7S2 (ωB97M-V/def2-TZVPD).

Geometry as XYZ:
```
50
Properties=species:S:1:pos:R:3:forces:R:3
Cu -0.29077 -0.31984 -0.61532 -0.5 -0.2 0.2
N 1.87828 0.46750 3.09589 -0.1 -0.4 0.0
C 2.05630 -0.59948 3.97275 0.0 0.3 -0.1
C 2.70318 -0.37748 5.18232 0.1 -0.1 0.3
C 2.85961 -1.41447 6.08670 0.0 0.5 -0.3
C 2.37959 -2.68131 5.77947 -0.3 -0.4 -0.5
C 1.76681 -2.92369 4.55739 0.2 -0.2 0.5
C 1.59423 -1.88517 3.65524 -0.5 0.0 -1.2
S 0.80896 -2.17217 2.08468 0.6 1.1 0.8
N 0.77598 -0.67920 1.37170 -0.1 -1.1 0.1
C 1.25498 0.40681 1.89738 0.3 0.3 0.5
C 1.08680 1.66285 1.13960 -0.1 0.9 -0.5
C 1.46950 2.91710 1.61440 0.0 -0.4 -0.1
C 1.22083 4.03775 0.83446 -0.1 -0.1 -0.2
C 0.59914 3.87938 -0.39674 0.2 0.0 0.3
C 0.25208 2.60036 -0.80105 0.0 0.1 0.0
N 0.48964 1.53050 -0.05458 0.5 -0.3 0.1
H 2.25013 1.35273 3.41555 -0.1 0.0 -0.2
H 3.07814 0.60834 5.41630 0.0 0.1 0.0
H 3.35904 -1.23359 7.02621 0.0 0.0 0.1
H 2.49199 -3.48329 6.49186 0.0 -0.1 0.0
H 1.42902 -3.91560 4.30565 -0.1 -0.2 0.0
H 1.96084 3.04530 2.56753 0.0 0.1 0.1
H 1.49970 5.01689 1.19207 0.1 0.1 0.0
H 0.39357 4.72399 -1.03294 0.0 0.1 -0.1
H -0.23506 2.41832 -1.75045 0.0 0.0 0.0
N 1.69968 -0.15678 -2.71874 0.3 0.5 0.0
C 0.89886 -1.20171 -3.02427 -0.5 -0.7 -0.3
C 1.12171 -1.94331 -4.19516 -0.1 0.0 0.0
C 0.29646 -2.99705 -4.48915 0.0 0.1 0.3
C -0.74819 -3.31070 -3.61570 0.0 0.0 0.0
C -0.92483 -2.53053 -2.50093 0.1 -0.1 -0.1
N -0.12258 -1.49277 -2.19877 0.7 0.3 0.0
H 2.51952 0.00312 -3.27631 0.0 0.0 0.1
H 1.66358 0.22823 -1.78919 0.1 0.0 -0.1
H 1.94543 -1.68893 -4.84275 0.1 0.1 -0.1
H 0.46693 -3.58136 -5.37855 0.0 -0.1 -0.1
H -1.38823 -4.15457 -3.80729 -0.2 0.0 0.0
H -1.72187 -2.72442 -1.79927 -0.1 0.0 0.1
S -2.37413 0.19788 0.25126 -0.4 -0.1 0.6
C -3.17649 0.73760 -1.11859 -0.1 -0.1 0.6
N -4.45040 1.23674 -0.98759 0.2 -0.1 -0.1
C -5.19432 1.56055 -2.05981 0.0 0.0 -0.6
C -4.65874 1.40971 -3.31251 0.0 0.0 0.3
C -3.31899 0.97731 -3.38243 -0.5 0.2 0.0
N -2.60989 0.67141 -2.32651 0.3 0.0 -0.3
H -4.82906 1.31882 -0.04813 0.1 -0.1 -0.2
H -6.19391 1.93766 -1.88125 0.1 -0.1 0.0
H -5.22394 1.62785 -4.20083 -0.1 0.1 0.0
H -2.80913 0.89273 -4.33363 -0.1 0.0 -0.1
```
Positions in Å, forces in eV/Å.

## Properties
⟨S²⟩ = 0.763
Spin multiplicity = 2
Max |F| = 1.5 eV/Å
Net charge = +2
Kohn-Sham gap (alpha / beta) = 6.64 / 4.46 eV